ORCA calculation (ωB97M-V/def2-TZVPD) on 7 unconnected molecules or ions with the total composition C40H35IN3O12S.

Calculated values
HOMO-LUMO gap, eV: 7.7
Total charge: +1
Highest occupied orbital energy, eV: -11.96
Strongest force on any atom, eV/A: 1.6

Cartesian coordinates (Å):
N1 -1.045 -1.004 1.047
C1 0.188 -1.225 0.624
N2 1.174 -1.161 1.603
N3 0.436 -1.487 -0.691
S1 -0.208 -2.883 -1.449
C2 1.227 -0.501 -1.449
C3 0.369 0.637 -1.980
C4 1.247 1.756 -2.519
I1 1.755 3.146 -0.995
H1 -1.730 -0.912 0.297
H2 -1.164 -0.272 1.753
H3 1.705 -0.292 1.552
H4 1.818 -1.943 1.531
H5 -1.506 -2.613 -1.246
H6 1.694 -1.008 -2.289
H7 1.987 -0.109 -0.770
H8 -0.287 1.004 -1.191
H9 -0.294 0.270 -2.764
H10 2.164 1.376 -2.964
H11 0.733 2.317 -3.291
C5 -0.456 0.314 7.402
C6 -0.773 1.007 6.310
C7 -0.506 0.456 4.967
O1 -0.798 1.052 3.941
C8 0.127 -0.878 4.878
C9 0.448 -1.579 5.959
C10 0.178 -1.031 7.318
O2 0.458 -1.661 8.311
H12 -0.649 0.684 8.400
H13 -1.245 1.980 6.354
H14 0.285 -1.215 3.864
H15 0.909 -2.558 5.917
C11 7.238 -0.940 0.191
C12 6.382 -0.716 1.186
C13 4.980 -1.168 1.101
O3 4.170 -0.966 1.990
C14 4.558 -1.878 -0.125
C15 5.394 -2.107 -1.131
C16 6.814 -1.655 -1.046
O4 7.582 -1.860 -1.955
H16 8.270 -0.613 0.231
H17 6.668 -0.198 2.094
H18 3.517 -2.182 -0.128
H19 5.105 -2.617 -2.041
C17 6.861 3.621 -0.075
C18 7.493 2.584 0.465
C19 8.966 2.438 0.364
O5 9.526 1.480 0.857
C20 9.714 3.493 -0.361
C21 9.085 4.532 -0.902
C22 7.609 4.681 -0.803
O6 7.032 5.624 -1.295
H20 5.787 3.750 -0.016
H21 6.975 1.805 1.003
H22 10.787 3.362 -0.420
H23 9.606 5.316 -1.437
C23 -4.384 -2.729 -4.632
C24 -3.762 -2.467 -3.486
C25 -3.218 -1.120 -3.202
O7 -2.647 -0.878 -2.149
C26 -3.385 -0.072 -4.229
C27 -4.006 -0.328 -5.376
C28 -4.558 -1.675 -5.670
O8 -5.131 -1.909 -6.707
H24 -4.795 -3.703 -4.866
H25 -3.631 -3.217 -2.715
H26 -2.987 0.905 -3.989
H27 -4.147 0.423 -6.142
C29 -3.311 -3.122 4.178
C30 -3.384 -1.929 4.758
C31 -3.645 -1.795 6.217
O9 -3.701 -0.699 6.731
C32 -3.822 -3.042 7.000
C33 -3.749 -4.237 6.419
C34 -3.486 -4.373 4.963
O10 -3.413 -5.457 4.428
H28 -3.124 -3.251 3.119
H29 -3.261 -1.001 4.213
H30 -4.009 -2.918 8.059
H31 -3.873 -5.162 6.968
C35 -8.143 2.211 -6.766
C36 -7.418 1.592 -5.838
C37 -6.630 2.358 -4.841
O11 -5.964 1.789 -3.997
C38 -6.679 3.838 -4.911
C39 -7.404 4.460 -5.837
C40 -8.195 3.696 -6.839
O12 -8.854 4.260 -7.681
H32 -8.725 1.677 -7.505
H33 -7.366 0.513 -5.765
H34 -6.097 4.371 -4.171
H35 -7.457 5.539 -5.911

Per-atom Löwdin charges, elementary charge units:
1 N 0.2773
2 C -0.4175
3 N 0.1713
4 N -0.4495
5 S 0.8909
6 C -0.2272
7 C -0.3170
8 C -0.6478
9 I 0.8001
10 H 0.1174
11 H 0.1373
12 H 0.1173
13 H 0.1048
14 H -0.1435
15 H 0.1216
16 H 0.0988
17 H 0.0864
18 H 0.1028
19 H 0.0520
20 H 0.0444
21 C 0.0341
22 C 0.0208
23 C -0.3889
24 O 0.0648
25 C -0.0014
26 C 0.0360
27 C -0.3770
28 O 0.1264
29 H 0.1303
30 H 0.1284
31 H 0.0803
32 H 0.1260
33 C 0.0395
34 C 0.0108
35 C -0.3755
36 O 0.0776
37 C 0.0019
38 C 0.0396
39 C -0.3649
40 O 0.1377
41 H 0.1171
42 H 0.1278
43 H 0.0982
44 H 0.1263
45 C 0.0296
46 C 0.0165
47 C -0.3768
48 O 0.0973
49 C 0.0266
50 C 0.0291
51 C -0.3810
52 O 0.1167
53 H 0.1152
54 H 0.0891
55 H 0.1256
56 H 0.1256
57 C 0.0435
58 C 0.0182
59 C -0.3700
60 O 0.0160
61 C 0.0138
62 C 0.0257
63 C -0.3720
64 O 0.1310
65 H 0.1299
66 H 0.1171
67 H 0.1246
68 H 0.1295
69 C 0.0155
70 C 0.0092
71 C -0.3841
72 O 0.1074
73 C 0.0288
74 C 0.0299
75 C -0.3846
76 O 0.1133
77 H 0.1132
78 H 0.1151
79 H 0.1268
80 H 0.1265
81 C 0.0318
82 C 0.0165
83 C -0.3840
84 O 0.0791
85 C 0.0180
86 C 0.0287
87 C -0.3799
88 O 0.1246
89 H 0.1267
90 H 0.1183
91 H 0.1210
92 H 0.1254

ORCA calculation (ωB97M-V/def2-TZVPD) on C20H21N3O4 in the gas phase.

Calculated values
HOMO-LUMO gap, eV: 8.3
ΔE to the lowest compared entry with this formula, charge and spin, kcal per mole: 135.8
Total charge: 0
SMILES: N[C@@H](Cc1ccc(O)cc1)C(=O)N[C@@H](Cc1c[nH]c2ccccc12)C(=O)O
Highest occupied orbital energy, eV: -7.83
Strongest force on any atom, eV/A: 6.5

Cartesian coordinates (Å):
N1 -0.429 0.930 -5.127
C1 -0.354 0.602 -3.659
C2 1.058 -0.111 -3.428
C3 1.613 -0.545 -2.052
C4 2.026 0.446 -1.275
C5 2.460 0.232 0.133
C6 2.526 -1.089 0.542
O1 3.003 -1.415 1.764
C7 1.982 -2.080 -0.125
C8 1.434 -1.770 -1.400
C9 -0.798 1.814 -2.868
O2 -0.769 2.829 -3.495
N2 -1.150 1.699 -1.548
C10 -1.264 0.372 -0.791
C11 -1.579 0.564 0.692
C12 -1.013 -0.379 1.698
C13 -0.857 -1.798 1.797
N3 -0.383 -2.049 3.021
C14 0.105 -0.829 3.533
C15 0.673 -0.504 4.725
C16 0.759 0.824 5.165
C17 0.384 1.799 4.291
C18 0.011 1.531 3.032
C19 -0.222 0.194 2.709
C20 -2.531 -0.230 -1.275
O3 -3.500 0.397 -1.521
O4 -2.277 -1.550 -1.742
H1 -0.725 0.129 -5.646
H2 -0.941 1.753 -5.344
H3 -0.875 -0.320 -3.408
H4 1.247 -1.015 -3.927
H5 1.697 0.717 -3.842
H6 1.829 1.516 -1.509
H7 2.969 1.112 0.576
H8 3.083 -0.633 2.428
H9 1.897 -3.112 0.203
H10 1.200 -2.547 -2.074
H11 -1.696 2.403 -1.207
H12 -0.442 -0.182 -1.146
H13 -1.233 1.508 0.961
H14 -2.697 0.686 0.646
H15 -1.054 -2.583 1.022
H16 0.141 -2.833 2.986
H17 0.970 -1.232 5.479
H18 0.874 0.905 6.267
H19 0.330 2.825 4.488
H20 0.072 2.316 2.193
H21 -3.044 -1.805 -2.275

Per-atom Löwdin charges, elementary charge units:
1 N 0.0623
2 C -0.2473
3 C -0.0738
4 C -0.2779
5 C -0.0495
6 C 0.0389
7 C -0.4097
8 O 0.0200
9 C -0.0238
10 C -0.0156
11 C -0.4510
12 O 0.0909
13 N 0.1704
14 C -0.1668
15 C -0.0638
16 C -0.1216
17 C -0.0304
18 N 0.1085
19 C -0.2216
20 C -0.0229
21 C -0.0824
22 C -0.1250
23 C -0.0313
24 C -0.1834
25 C -0.4786
26 O 0.1564
27 O 0.0693
28 H 0.0632
29 H 0.0527
30 H 0.1154
31 H 0.0907
32 H 0.1322
33 H 0.1302
34 H 0.1226
35 H 0.1617
36 H 0.1292
37 H 0.1011
38 H 0.1059
39 H 0.0958
40 H 0.0721
41 H 0.1463
42 H 0.1465
43 H 0.1062
44 H 0.1131
45 H 0.1179
46 H 0.0923
47 H 0.1493
48 H 0.1155

ORCA calculation (ωB97M-V/def2-TZVPD) on a molecular structure, C7H6BeNO6.

Calculated values
HOMO-LUMO gap (spin up / spin down), eV: 6.4 / 6.4
ΔE to the lowest compared entry with this formula, charge and spin, kcal per mole: 26.4
Total charge: +1
Highest occupied orbital energy (spin up / spin down), eV: -10.94 / -10.94
Strongest force on any atom, eV/A: 3.6

Cartesian coordinates (Å):
O1 -3.974 -2.616 -0.134
C1 -2.947 -2.156 -0.041
Be1 -0.618 -0.463 0.168
O2 0.415 -2.582 1.856
C2 -0.063 -1.849 1.129
C3 -1.887 0.864 -1.030
O3 -1.702 1.996 -1.204
C4 -2.075 0.473 1.562
O4 -2.212 1.147 2.462
C5 -0.793 -0.581 -1.591
O5 -0.673 -0.892 -2.713
H1 -2.903 0.344 -0.794
C6 2.423 -0.288 -0.376
C7 1.632 0.812 0.241
N1 2.209 1.993 0.462
O6 0.390 0.727 0.575
H2 3.500 0.000 -0.504
H3 2.041 -0.572 -1.378
H4 2.396 -1.209 0.238
H5 1.642 2.744 0.810
H6 3.197 2.110 0.259

Per-atom Löwdin charges, elementary charge units:
1 O 0.1315
2 C 0.0456
3 Be -0.0797
4 O 0.2465
5 C 0.1019
6 C -0.2922
7 O 0.1149
8 C 0.0771
9 O 0.2040
10 C -0.1945
11 O 0.1152
12 H 0.0892
13 C 0.0304
14 C -0.3993
15 N 0.2491
16 O -0.0576
17 H 0.1168
18 H 0.1135
19 H 0.0981
20 H 0.1452
21 H 0.1444

ORCA calculation (ωB97M-V/def2-TZVPD) on 9 unconnected molecules or ions with the total composition C29H78N2O9.

Calculated values
HOMO-LUMO gap, eV: 9.9
ΔE to the lowest compared entry with this formula, charge and spin, kcal per mole: 16.3
Total charge: 0
SMILES: COC[C@H](C)N.COC[C@H](C)N.CC(C)O.CC(C)O.CC(C)O.CC(C)O.CC(C)O.CC(C)O.CC(C)O
Highest occupied orbital energy, eV: -9.26
Strongest force on any atom, eV/A: 2.9

Cartesian coordinates (Å):
C1 -5.682 -0.217 0.084
O1 -4.453 -0.791 -0.305
C2 -4.282 -1.406 -1.577
C3 -3.025 -2.233 -1.528
C4 -2.713 -2.857 -2.891
N1 -3.125 -3.256 -0.524
H1 -5.439 0.260 1.011
H2 -6.393 -1.046 0.194
H3 -5.959 0.558 -0.654
H4 -5.187 -1.980 -1.844
H5 -4.088 -0.592 -2.310
H6 -2.252 -1.507 -1.226
H7 -3.617 -3.388 -3.195
H8 -1.865 -3.550 -2.829
H9 -2.551 -2.026 -3.626
H10 -3.996 -3.755 -0.701
H11 -3.221 -2.823 0.422
C5 3.029 -1.463 -5.511
O2 3.009 -1.652 -4.123
C6 3.085 -3.013 -3.782
C7 2.287 -3.310 -2.507
C8 2.465 -4.784 -2.108
N2 0.886 -3.090 -2.831
H12 2.109 -1.800 -5.951
H13 3.858 -1.943 -6.029
H14 3.126 -0.392 -5.653
H15 2.723 -3.560 -4.627
H16 4.151 -3.181 -3.636
H17 2.706 -2.654 -1.720
H18 2.029 -4.901 -1.134
H19 3.504 -5.144 -1.982
H20 1.945 -5.381 -2.840
H21 0.345 -3.331 -1.996
H22 0.781 -2.063 -2.866
C9 0.944 -1.520 6.708
C10 0.507 -0.972 5.417
C11 1.075 -1.672 4.140
O3 -0.929 -0.884 5.253
H23 0.725 -2.597 6.784
H24 0.458 -1.045 7.551
H25 2.023 -1.359 6.774
H26 0.774 0.105 5.403
H27 0.364 -1.264 3.397
H28 0.969 -2.781 4.133
H29 2.133 -1.400 3.881
H30 -1.206 -1.746 4.903
C12 1.193 6.062 -0.089
C13 -0.364 6.392 -0.250
C14 -0.816 7.134 -1.493
O4 -1.083 5.081 -0.293
H31 1.244 5.252 0.600
H32 1.731 6.886 0.330
H33 1.667 5.837 -0.992
H34 -0.670 6.819 0.693
H35 -0.335 8.142 -1.534
H36 -1.913 7.204 -1.528
H37 -0.685 6.460 -2.329
H38 -0.890 4.686 0.565
C15 4.977 0.465 -2.670
C16 3.958 0.271 -1.583
C17 4.592 -0.549 -0.437
O5 3.526 1.575 -0.934
H39 5.860 0.824 -2.151
H40 4.587 1.085 -3.457
H41 5.249 -0.523 -3.072
H42 3.027 -0.235 -1.823
H43 5.559 -0.234 -0.003
H44 4.589 -1.592 -0.700
H45 3.850 -0.535 0.357
H46 4.297 1.803 -0.434
C18 -0.477 2.744 3.801
C19 -0.946 4.214 3.901
C20 -0.169 4.904 5.014
O6 -0.707 4.849 2.568
H47 0.546 2.648 3.498
H48 -1.130 2.340 3.057
H49 -0.561 2.145 4.667
H50 -2.017 4.281 4.027
H51 0.935 5.039 4.760
H52 -0.295 4.392 5.984
H53 -0.562 5.894 5.287
H54 0.183 5.241 2.678
C21 0.618 -6.687 0.221
C22 -0.482 -5.715 0.445
C23 -0.567 -5.170 1.852
O7 -0.365 -4.513 -0.349
H55 1.554 -6.206 0.510
H56 0.691 -7.036 -0.798
H57 0.429 -7.523 0.918
H58 -1.403 -6.144 0.157
H59 -0.702 -5.988 2.549
H60 -1.315 -4.377 1.925
H61 0.409 -4.718 2.028
H62 -1.262 -4.236 -0.532
C24 -2.118 3.291 -2.883
C25 -3.337 3.674 -2.007
C26 -3.413 2.792 -0.753
O8 -3.390 5.057 -1.730
H63 -1.204 3.383 -2.339
H64 -2.051 3.993 -3.708
H65 -2.115 2.295 -3.342
H66 -4.260 3.487 -2.502
H67 -3.686 1.764 -1.054
H68 -4.185 3.248 -0.117
H69 -2.518 2.803 -0.123
H70 -2.570 5.397 -1.371
C27 0.060 0.937 -0.302
C28 0.593 0.032 0.820
C29 0.741 -1.382 0.417
O9 1.792 0.593 1.329
H71 -0.097 1.977 0.056
H72 -0.907 0.579 -0.638
H73 0.759 0.994 -1.123
H74 -0.146 0.031 1.585
H75 1.285 -1.458 -0.542
H76 -0.220 -1.762 0.033
H77 1.165 -2.116 1.152
H78 2.242 1.109 0.652

These are the Löwdin partial charges, in e, on atoms 1 to 99:
1 C -0.0939
2 O -0.2371
3 C -0.2128
4 C -0.4715
5 C -0.0438
6 N 0.0454
7 H 0.0818
8 H 0.0912
9 H 0.0917
10 H 0.1338
11 H 0.1312
12 H 0.1291
13 H 0.0766
14 H 0.0637
15 H 0.0974
16 H 0.0931
17 H 0.1077
18 C -0.1117
19 O -0.2141
20 C -0.2115
21 C -0.4295
22 C -0.0484
23 N 0.0623
24 H 0.0842
25 H 0.0894
26 H 0.0867
27 H 0.1129
28 H 0.1265
29 H 0.1132
30 H 0.0311
31 H 0.0901
32 H 0.0829
33 H 0.0341
34 H 0.0838
35 C -0.0779
36 C -0.4999
37 C -0.0420
38 O -0.0750
39 H 0.0881
40 H 0.0780
41 H 0.0881
42 H 0.1319
43 H 0.0595
44 H 0.0798
45 H 0.0971
46 H 0.0834
47 C -0.0157
48 C -0.3754
49 C -0.0467
50 O -0.1124
51 H 0.0489
52 H 0.0646
53 H 0.0546
54 H 0.1165
55 H 0.1016
56 H 0.0766
57 H 0.0811
58 H 0.0430
59 C -0.0550
60 C -0.4069
61 C -0.0586
62 O -0.0829
63 H 0.0798
64 H 0.0779
65 H 0.0858
66 H 0.1094
67 H 0.0944
68 H 0.0651
69 H 0.0589
70 H 0.0615
71 C -0.0432
72 C -0.4015
73 C -0.0726
74 O -0.0922
75 H 0.0774
76 H 0.0695
77 H 0.0551
78 H 0.1328
79 H 0.1066
80 H 0.0846
81 H 0.0736
82 H 0.0805
83 C -0.0579
84 C -0.4896
85 C -0.0513
86 O -0.1047
87 H 0.0795
88 H 0.0806
89 H 0.0947
90 H 0.1224
91 H 0.0767
92 H 0.0768
93 H 0.0751
94 H 0.0212
95 C -0.0449
96 C -0.4691
97 C -0.0503
98 O -0.0583
99 H 0.0488